Here is C3H6DyO5 as an isolated structure in a non-equilibrium geometry from the Open Molecules 2025 dataset. Energies are from ωB97M-V with the def2-TZVPD basis set.

Computed properties:
* 2S+1: 6
* relative energy (zero: lowest compared OMol25 entry of this formula, charge and spin): 0.0 kcal per mole
* net charge: +1
* Kohn-Sham gap (spin up / spin down): 7.89 / 6.46 eV
* <S²>: 9.775

Each line ends with the Löwdin charge.
Positions of all 15 atoms, in Å:
C -0.9777 -1.0300 0.0324  -0.25
C 0.2433 -0.1942 0.4032  -0.13
O 1.4294 -0.8642 -0.0753  0.06
C 2.5864 -0.2937 0.1039  -0.81
O 2.7083 0.8330 0.6790  -0.16
O 3.6183 -0.8397 -0.3999  -0.18
O -2.1283 -0.4398 0.4949  0.04
Dy 5.2886 0.8136 0.4367  1.86
H -0.8296 -2.0464 0.4586  0.16
H -0.9653 -1.1635 -1.0743  0.16
H 0.3163 -0.0814 1.4939  0.14
H 0.1861 0.8018 -0.0567  0.14
H -3.3985 0.7440 -0.5100  0.14
O -4.1803 1.4296 -1.0776  -0.16
H -3.8970 2.3309 -0.9086  0.00

=====

Here is C69H60N6O6P2S3Sr as an isolated structure in a non-equilibrium geometry from the Open Molecules 2025 dataset. Energies are from ωB97M-V with the def2-TZVPD basis set.

Computed properties:
* relative energy (zero: lowest compared OMol25 entry of this formula, charge and spin): 66.6 kcal per mole
* net charge: 0
* Kohn-Sham gap: 7.84 eV

Each line ends with the Löwdin charge.
Positions of all 147 atoms, in Å:
Sr -1.1629 -0.1513 -0.8771  1.34
O 1.2484 -1.6419 3.2141  -0.06
C 2.5457 -1.8320 3.6519  -0.28
C 2.9435 -2.9770 4.3295  -0.02
C 4.2509 -3.0885 4.7707  -0.07
C 5.1416 -2.0473 4.5740  -0.08
C 4.7493 -0.9211 3.8682  -0.09
C 3.4629 -0.8204 3.3505  -0.27
P 2.7532 0.5384 2.3243  1.16
C 4.2781 1.3670 1.7251  -0.39
C 5.4328 0.6764 1.3657  -0.11
C 6.5333 1.3533 0.8544  -0.09
C 6.4767 2.7210 0.6399  -0.10
C 5.3048 3.4084 0.9251  -0.09
C 4.2204 2.7363 1.4610  -0.11
C 2.3243 1.5273 3.8183  -0.35
C 3.2194 2.3347 4.5116  -0.09
C 2.8308 2.9516 5.6916  -0.08
C 1.5615 2.7390 6.2062  -0.09
C 0.6672 1.9272 5.5243  -0.08
C 1.0400 1.3397 4.3268  -0.10
C 0.2320 -1.9474 4.0762  -0.28
C 0.4244 -1.9126 5.4519  -0.03
C -0.6165 -2.2292 6.3048  -0.08
C -1.8430 -2.5922 5.7934  -0.08
C -2.0544 -2.5777 4.4241  -0.08
C -1.0438 -2.2329 3.5306  -0.24
P -1.2963 -2.0922 1.6870  1.13
C -3.0049 -2.7376 1.6195  -0.40
C -4.0052 -1.9718 2.2206  -0.15
C -5.3363 -2.3357 2.1065  -0.07
C -5.6855 -3.4681 1.3846  -0.08
C -4.7013 -4.2220 0.7667  -0.08
C -3.3691 -3.8546 0.8754  -0.11
C -0.2729 -3.5499 1.2447  -0.37
C -0.4906 -4.8109 1.7954  -0.09
C 0.3193 -5.8760 1.4346  -0.08
C 1.3572 -5.6873 0.5311  -0.08
C 1.5931 -4.4287 0.0002  -0.07
C 0.7838 -3.3610 0.3580  -0.10
H 2.2301 -3.7711 4.5036  0.13
H 4.5647 -3.9845 5.2888  0.11
H 6.1493 -2.1137 4.9619  0.10
H 5.4485 -0.1072 3.7421  0.10
H 5.4771 -0.3984 1.4784  0.10
H 7.4389 0.8071 0.6191  0.10
H 7.3365 3.2462 0.2450  0.10
H 5.2421 4.4718 0.7299  0.10
H 3.2979 3.2576 1.6776  0.09
H 4.2188 2.4911 4.1267  0.10
H 3.5285 3.5899 6.2185  0.10
H 1.2693 3.2094 7.1357  0.10
H -0.3247 1.7561 5.9235  0.11
H 0.3401 0.7356 3.7617  0.10
H 1.3828 -1.6172 5.8550  0.12
H -0.4574 -2.1954 7.3743  0.11
H -2.6471 -2.8777 6.4584  0.10
H -3.0274 -2.8484 4.0402  0.09
H -3.7334 -1.0650 2.7474  0.11
H -6.1047 -1.7196 2.5563  0.11
H -6.7260 -3.7484 1.2866  0.10
H -4.9737 -5.0747 0.1580  0.11
H -2.6138 -4.4160 0.3421  0.11
H -1.2962 -4.9600 2.5042  0.11
H 0.1413 -6.8577 1.8554  0.10
H 1.9806 -6.5241 0.2429  0.10
H 2.4037 -4.2773 -0.7013  0.10
H 0.9651 -2.3672 -0.0382  0.08
O -0.6890 1.9566 0.4582  -0.64
S -1.5928 2.7044 1.3787  0.98
C -2.8783 3.5532 0.3508  -0.28
C -2.2978 4.1183 -0.9438  -0.21
C -3.2642 3.9913 -2.1318  -0.20
C -3.3221 2.5933 -2.7295  -0.27
S -1.7732 1.8512 -3.3923  1.04
O -0.8835 1.5747 -2.2262  -0.73
C -1.0505 3.3958 -4.0192  -0.36
C -1.6568 4.0995 -5.0502  -0.09
C -1.0747 5.2668 -5.5182  -0.08
C 0.1168 5.7190 -4.9677  -0.08
C 0.7282 5.0018 -3.9495  -0.07
C 0.1491 3.8320 -3.4806  -0.07
C -0.7020 4.2543 1.7001  -0.37
C -1.1296 5.1077 2.7060  -0.08
C -0.4173 6.2685 2.9617  -0.08
C 0.7189 6.5647 2.2213  -0.08
C 1.1380 5.7092 1.2128  -0.07
C 0.4223 4.5508 0.9541  -0.08
H -3.3274 4.3209 0.9811  0.10
H -3.6269 2.7877 0.1593  0.05
H -1.3871 3.5644 -1.1730  0.07
H -2.0386 5.1682 -0.8004  0.12
H -2.9730 4.7029 -2.9045  0.10
H -4.2766 4.2551 -1.8109  0.13
H -4.0207 2.5539 -3.5684  0.11
H -3.6483 1.8561 -2.0003  0.06
H -2.5898 3.7479 -5.4753  0.12
H -1.5556 5.8311 -6.3060  0.11
H 0.5697 6.6284 -5.3396  0.10
H 1.6517 5.3602 -3.5139  0.11
H 0.6071 3.2457 -2.6930  0.11
H -2.0150 4.8653 3.2820  0.11
H -0.7477 6.9453 3.7385  0.11
H 1.2811 7.4638 2.4363  0.10
H 2.0173 5.9495 0.6292  0.10
H 0.7117 3.8546 0.1796  0.11
N -2.9990 0.3687 0.4611  -0.01
C -4.0247 0.2675 -0.0791  -0.26
C -5.3078 0.3701 -0.6036  -0.27
C -6.0323 1.5114 -0.2107  -0.25
N -6.5688 2.4839 0.1095  0.13
C -5.8404 -0.5136 -1.5525  -0.24
N -6.3111 -1.1730 -2.3737  0.16
O -3.4319 -2.0189 -1.0983  -0.28
S -2.7581 -1.6469 -2.3085  0.59
O -2.8934 -0.2455 -2.6762  -0.46
N -1.1948 -1.9873 -2.1804  -0.24
C -0.7820 -2.8755 -3.1092  -0.50
O 0.3758 -3.2241 -3.2943  0.06
C -1.9239 -3.3849 -3.9468  -0.13
C -1.8842 -4.3865 -4.8990  0.00
C -3.0575 -4.7090 -5.5674  -0.06
C -4.2438 -4.0376 -5.2933  -0.06
C -4.2920 -3.0443 -4.3218  -0.02
C -3.1191 -2.7418 -3.6614  -0.18
H -0.9568 -4.9060 -5.0991  0.12
H -3.0527 -5.5026 -6.3031  0.11
H -5.1500 -4.2952 -5.8243  0.11
H -5.2106 -2.5354 -4.0706  0.09
N 1.1385 -0.1782 -1.6442  0.09
C 1.7588 -0.5527 -2.5487  -0.24
N 2.4972 -0.9684 -3.5402  -0.08
C 3.7047 -1.7481 -3.2479  -0.13
C 4.3503 -2.2061 -4.5474  -0.18
C 3.2857 -2.8666 -5.4189  -0.18
C 2.2079 -1.8499 -5.8365  -0.16
C 2.1820 -0.6217 -4.9186  -0.13
H 3.4142 -2.6194 -2.6530  0.12
H 4.3971 -1.1425 -2.6647  0.12
H 5.1455 -2.9134 -4.3096  0.12
H 4.8038 -1.3600 -5.0697  0.12
H 2.8197 -3.6625 -4.8347  0.11
H 3.7422 -3.3168 -6.3008  0.11
H 1.2349 -2.3402 -5.8130  0.10
H 2.3874 -1.4985 -6.8544  0.11
H 1.1929 -0.1646 -4.9368  0.13
H 2.9004 0.1283 -5.2686  0.12